{"formula": "C37H44F3NO2Pd", "method": "ωB97M-V/def2-TZVPD", "multiplicity": 3, "s_squared": 2.031, "relative_energy_kcal_mol": 0.0, "orbital_gap_ha": [0.2813, 0.1853], "species": ["Pd", "C", "C", "C", "C", "C", "C", "C", "N", "C", "C", "C", "C", "C", "C", "O", "C", "C", "C", "C", "C", "C", "C", "C", "C", "O", "C", "C", "C", "C", "C", "C", "H", "H", "H", "H", "H", "H", "H", "H", "H", "H", "H", "H", "H", "H", "H", "H", "H", "H", "H", "H", "H", "H", "H", "H", "H", "H", "H", "H", "H", "H", "H", "H", "H", "H", "H", "H", "H", "H", "H", "H", "F", "C", "F", "F", "C", "C", "C", "C", "C", "C", "C", "C", "H", "H", "H", "H"], "xyz": [[0.74, 0.13, -0.39], [-2.48, 6.38, -0.41], [-3.51, 5.25, -0.37], [-4.37, 5.33, -1.64], [-4.39, 5.44, 0.87], [-2.85, 3.87, -0.31], [-1.49, 3.71, -0.28], [-0.92, 2.43, -0.22], [0.39, 2.09, -0.18], [1.52, 2.84, -0.04], [1.65, 4.18, 0.29], [2.91, 4.78, 0.37], [4.07, 4.02, 0.12], [4.04, 2.68, -0.17], [2.74, 2.05, -0.23], [2.65, 0.79, -0.42], [5.30, 1.86, -0.41], [6.55, 2.72, -0.29], [5.39, 0.74, 0.65], [5.28, 1.24, -1.82], [2.98, 6.26, 0.75], [2.37, 6.45, 2.15], [4.41, 6.79, 0.76], [2.17, 7.08, -0.27], [-1.80, 1.26, -0.26], [-1.29, 0.09, -0.31], [-3.23, 1.44, -0.25], [-3.70, 2.72, -0.26], [-4.15, 0.22, -0.23], [-5.62, 0.64, -0.20], [-3.87, -0.63, 1.02], [-3.93, -0.62, -1.50], [-3.00, 7.34, -0.46], [-1.83, 6.31, -1.29], [-1.85, 6.39, 0.48], [-4.84, 6.31, -1.70], [-5.16, 4.58, -1.65], [-3.76, 5.19, -2.54], [-4.86, 6.43, 0.83], [-3.81, 5.38, 1.78], [-5.19, 4.70, 0.92], [-0.86, 4.58, -0.35], [0.78, 4.76, 0.53], [5.02, 4.52, 0.17], [6.66, 3.16, 0.71], [6.57, 3.53, -1.03], [7.43, 2.10, -0.47], [5.41, 1.16, 1.66], [6.33, 0.19, 0.50], [4.57, 0.03, 0.57], [5.22, 2.03, -2.58], [4.45, 0.55, -1.95], [6.21, 0.69, -1.98], [2.92, 5.87, 2.89], [1.33, 6.14, 2.18], [2.42, 7.50, 2.43], [5.03, 6.28, 1.50], [4.39, 7.85, 1.03], [4.89, 6.71, -0.21], [1.12, 6.79, -0.28], [2.56, 6.95, -1.28], [2.22, 8.14, -0.02], [-4.76, 2.89, -0.26], [-5.86, 1.22, 0.69], [-6.24, -0.26, -0.18], [-5.91, 1.22, -1.08], [-4.03, -0.04, 1.93], [-2.86, -1.01, 1.03], [-4.56, -1.47, 1.04], [-4.13, -0.03, -2.40], [-4.62, -1.46, -1.49], [-2.92, -1.01, -1.56], [3.53, -8.81, -1.88], [3.77, -8.22, -0.69], [3.27, -9.03, 0.25], [5.11, -8.23, -0.54], [3.21, -6.84, -0.63], [3.52, -5.94, -1.64], [3.03, -4.65, -1.60], [2.21, -4.23, -0.55], [1.90, -5.15, 0.46], [2.39, -6.44, 0.42], [1.69, -2.90, -0.50], [1.20, -1.79, -0.44], [4.16, -6.25, -2.46], [3.28, -3.95, -2.39], [1.26, -4.83, 1.28], [2.14, -7.14, 1.21]]}

{"formula": "C22H30BrF5N5O7PS", "method": "ωB97M-V/def2-TZVPD", "orbital_gap_ha": 0.0840, "species": ["C", "C", "O", "O", "C", "O", "C", "C", "N", "N", "C", "C", "C", "O", "C", "P", "N", "O", "O", "C", "C", "C", "C", "C", "S", "C", "N", "N", "C", "O", "C", "C", "C", "C", "C", "F", "F", "C", "F", "F", "F", "H", "H", "H", "H", "H", "H", "H", "H", "H", "H", "H", "H", "H", "H", "H", "H", "H", "H", "H", "H", "H", "H", "H", "H", "H", "H", "H", "H", "H", "H", "Br"], "xyz": [[0.16, 2.45, 3.06], [1.72, 2.40, 3.09], [2.27, 2.32, 4.15], [2.39, 2.49, 1.86], [3.64, 1.83, 1.91], [4.63, 2.37, 2.27], [3.75, 0.30, 1.50], [2.85, 0.16, 0.20], [2.98, 1.18, -0.64], [2.28, 1.12, -1.75], [2.47, 2.32, -2.60], [1.13, 3.15, -2.78], [1.20, 4.30, -1.67], [0.00, 5.06, -1.64], [1.47, 0.06, -1.99], [0.52, 0.00, -3.62], [1.18, 0.82, -4.79], [-1.01, 0.60, -3.38], [0.45, -1.56, -4.23], [1.22, -1.09, -1.12], [0.26, -2.26, -1.36], [-1.27, -1.81, -1.41], [-2.08, -2.58, -2.52], [-3.51, -2.01, -2.74], [-4.60, -2.37, -1.28], [-4.14, -0.98, -0.23], [-3.49, -1.08, 0.94], [-3.27, 0.15, 1.44], [-3.81, 0.98, 0.53], [-4.37, 0.34, -0.55], [2.02, -1.04, 0.15], [1.99, -2.12, 1.25], [1.17, -1.64, 2.55], [-0.24, -2.33, 2.72], [-0.66, -2.10, 4.22], [-0.45, -3.24, 4.97], [0.03, -1.04, 4.80], [-2.19, -1.72, 4.40], [-3.01, -2.42, 3.62], [-2.51, -1.98, 5.71], [-2.30, -0.37, 4.25], [-0.23, 2.66, 2.03], [-0.21, 3.29, 3.70], [-0.30, 1.51, 3.43], [4.79, 0.02, 1.23], [3.34, -0.26, 2.37], [2.93, 2.05, -3.59], [3.20, 3.03, -2.14], [1.07, 3.63, -3.79], [0.23, 2.55, -2.52], [1.36, 3.74, -0.70], [2.10, 4.94, -1.85], [-0.72, 4.58, -2.07], [0.54, 1.55, -5.12], [-1.33, 1.00, -4.21], [1.35, -1.73, -4.56], [0.33, -2.95, -0.48], [0.52, -2.91, -2.23], [-1.40, -0.70, -1.45], [-1.75, -2.13, -0.44], [-1.53, -2.71, -3.49], [-2.21, -3.63, -2.12], [-3.54, -0.93, -3.02], [-3.97, -2.59, -3.59], [-3.77, 2.08, 0.62], [1.69, -3.14, 0.90], [3.05, -2.23, 1.61], [1.79, -1.98, 3.43], [1.13, -0.53, 2.58], [-0.99, -1.82, 2.07], [-0.20, -3.43, 2.58], [-6.13, -1.60, 1.51]]}

{"formula": "C3H11AgInP", "method": "ωB97M-V/def2-TZVPD", "relative_energy_kcal_mol": 12.0, "orbital_gap_ha": 0.1243, "species": ["C", "C", "P", "C", "In", "H", "H", "H", "H", "H", "H", "H", "H", "H", "H", "H", "Ag"], "xyz": [[-0.59, 0.49, 1.87], [-1.09, -0.52, 0.78], [-0.66, -0.04, -1.00], [0.55, -1.43, -1.48], [0.56, 2.21, -1.01], [-0.96, 1.50, 1.64], [0.50, 0.49, 1.93], [-0.99, 0.11, 2.83], [-0.58, -1.49, 1.04], [-2.17, -0.69, 0.84], [0.82, -1.43, -2.54], [1.44, -1.32, -0.81], [0.01, -2.39, -1.17], [-0.66, 3.50, -0.78], [1.66, 2.21, 0.42], [1.50, 2.41, -2.51], [0.65, -3.61, -0.05]]}

{"formula": "C5H5NO", "method": "ωB97M-V/def2-TZVPD", "smiles": "C#CC(=O)[C@H]1CN1", "relative_energy_kcal_mol": 103.0, "orbital_gap_ha": 0.3579, "species": ["O", "C", "C", "C", "C", "C", "N", "H", "H", "H", "H", "H"], "xyz": [[0.34, -2.39, 0.22], [0.32, -1.22, -0.04], [-0.38, -0.63, -1.21], [-0.92, -0.31, -2.24], [0.88, -0.01, 0.65], [-0.13, 1.04, 0.56], [0.63, 0.58, 1.92], [-1.38, -0.13, -3.19], [1.86, 0.28, 0.28], [-1.18, 0.78, 0.63], [0.05, 1.95, -0.02], [-0.09, 0.07, 2.44]]}

{"formula": "C7H10ClN2O2", "method": "ωB97M-V/def2-TZVPD", "charge": 1, "smiles": "COC(=O)[C@]1(Cl)CC(C)=NC=[NH+]1", "relative_energy_kcal_mol": 0.0, "orbital_gap_ha": 0.3303, "species": ["C", "C", "C", "C", "C", "C", "C", "N", "N", "O", "O", "Cl", "H", "H", "H", "H", "H", "H", "H", "H", "H", "H"], "xyz": [[-1.60, -1.38, 1.28], [-1.99, 0.36, -0.21], [1.76, -0.60, 0.19], [-0.54, 0.71, 0.01], [0.19, -0.77, -0.12], [-2.95, 0.92, -1.12], [3.55, 0.84, -0.06], [-2.36, -0.45, 0.75], [-0.39, -1.65, 0.76], [2.31, -1.35, 0.93], [2.18, 0.51, -0.39], [0.08, -1.40, -1.80], [-1.92, -1.86, 2.18], [0.03, 1.39, -0.59], [-0.22, 0.97, 1.05], [-2.77, 0.71, -2.15], [-2.76, 2.04, -1.20], [-3.92, 0.68, -0.86], [3.58, 0.67, 1.00], [3.55, 1.85, -0.42], [4.10, 0.15, -0.56], [0.10, -2.34, 1.32]]}

{"formula": "C6H16N2", "method": "ωB97M-V/def2-TZVPD", "smiles": "CCCN[C@@H](C)CN", "relative_energy_kcal_mol": 21.5, "orbital_gap_ha": 0.3487, "species": ["C", "C", "C", "N", "C", "C", "C", "N", "H", "H", "H", "H", "H", "H", "H", "H", "H", "H", "H", "H", "H", "H", "H", "H"], "xyz": [[0.51, -1.86, 0.32], [1.29, -3.17, -0.07], [0.30, -0.92, -0.87], [0.91, 0.41, -0.76], [-0.94, 1.91, -1.28], [0.09, 1.52, -0.26], [-0.55, 1.18, 1.10], [-1.19, 2.33, 1.71], [-0.37, -2.23, 0.84], [1.08, -1.42, 1.15], [1.99, -3.48, 0.71], [0.58, -3.95, -0.34], [1.89, -3.01, -0.96], [-0.77, -0.85, -1.06], [0.76, -1.38, -1.75], [1.74, 0.33, -0.21], [-1.58, 1.10, -1.60], [-1.61, 2.68, -0.90], [-0.47, 2.36, -2.16], [0.79, 2.34, -0.10], [-1.23, 0.34, 0.91], [0.25, 0.85, 1.76], [-1.94, 2.74, 1.17], [-1.51, 2.17, 2.65]]}

{"formula": "C15H10BCl5N6Ru", "method": "ωB97M-V/def2-TZVPD", "multiplicity": 5, "s_squared": 6.038, "charge": 2, "orbital_gap_ha": [0.3030, 0.1691], "species": ["Ru", "C", "C", "N", "N", "C", "B", "N", "C", "C", "C", "N", "N", "C", "C", "C", "N", "H", "H", "H", "H", "H", "H", "H", "H", "H", "H", "Cl", "C", "C", "C", "Cl", "C", "Cl", "C", "Cl", "C", "Cl"], "xyz": [[0.08, 0.35, 0.84], [-2.01, 1.65, -2.66], [-1.15, 1.94, -1.63], [-1.06, 0.88, -0.80], [-1.85, -0.09, -1.31], [-2.43, 0.35, -2.42], [-1.95, -1.48, -0.62], [-0.54, -2.13, -0.58], [-0.10, -3.26, -1.14], [1.26, -3.40, -0.86], [1.59, -2.28, -0.12], [0.50, -1.51, 0.05], [-2.39, -1.25, 0.84], [-3.45, -1.68, 1.53], [-3.37, -1.18, 2.82], [-2.22, -0.42, 2.84], [-1.62, -0.47, 1.63], [-2.31, 2.30, -3.47], [-0.61, 2.85, -1.41], [-3.10, -0.28, -2.98], [-2.71, -2.19, -1.21], [-0.77, -3.89, -1.69], [1.90, -4.21, -1.15], [2.53, -2.00, 0.32], [-4.18, -2.32, 1.07], [-4.07, -1.34, 3.63], [-1.78, 0.15, 3.65], [1.12, 1.73, 2.82], [2.21, 1.96, 1.49], [1.83, 1.31, 0.35], [2.68, 1.46, -0.76], [2.29, 0.70, -2.20], [3.88, 2.27, -0.68], [4.86, 2.42, -2.03], [4.22, 2.91, 0.51], [5.63, 3.86, 0.62], [3.39, 2.77, 1.63], [3.73, 3.51, 3.08]]}

{"formula": "C6H14O", "method": "ωB97M-V/def2-TZVPD", "relative_energy_kcal_mol": 154.9, "orbital_gap_ha": 0.2296, "species": ["C", "O", "C", "C", "C", "C", "C", "H", "H", "H", "H", "H", "H", "H", "H", "H", "H", "H", "H", "H", "H"], "xyz": [[-2.00, 0.55, 0.79], [-3.21, 0.47, 0.85], [-1.12, -0.30, 0.04], [0.23, 0.10, -0.27], [0.31, 0.50, -1.75], [1.40, -0.73, 0.23], [2.59, 0.01, 0.83], [-1.68, -0.93, -0.63], [-1.54, 1.46, 1.26], [-3.99, -2.34, 0.03], [0.50, 1.89, 0.73], [-4.00, -1.62, 0.27], [0.16, 1.21, 0.40], [-0.45, -0.04, -2.32], [1.30, 0.34, -2.18], [0.07, 1.55, -1.83], [1.72, -1.43, -0.55], [0.96, -1.35, 1.02], [2.31, 0.83, 1.49], [3.26, 0.51, 0.13], [3.17, -0.67, 1.45]]}

{"formula": "C2H9N3O", "method": "ωB97M-V/def2-TZVPD", "smiles": "[H]/N=C(\\N)NC.O", "relative_energy_kcal_mol": 16.9, "orbital_gap_ha": 0.3779, "species": ["C", "N", "C", "N", "N", "H", "H", "H", "H", "H", "H", "H", "H", "H", "O"], "xyz": [[-1.22, -0.49, 0.55], [-0.34, 0.48, 1.17], [0.63, 1.02, 0.31], [1.27, 2.12, 0.94], [0.91, 0.54, -0.82], [-1.13, -0.63, -0.52], [-1.03, -1.52, 0.89], [-2.27, -0.20, 0.60], [-0.85, 1.23, 1.60], [1.62, 1.86, 1.86], [2.01, 2.51, 0.37], [1.72, 0.97, -1.22], [-1.44, -3.08, -2.49], [-0.47, -2.12, -1.86], [-0.88, -2.96, -1.71]]}